[1]
The following is a DFT calculation (wB97M-V/def2-TZVPD) of a 2-piece molecular cluster, C8H8N4O4 overall.

Geometry (Å):
O: 1.167 -0.955 2.523
O: 0.562 2.599 -0.258
O: -0.637 -2.613 -0.898
O: -1.894 0.340 2.279
N: 1.864 -1.154 0.337
N: -2.085 1.089 0.124
N: -1.591 -1.191 0.514
N: 0.827 0.818 1.131
C: 2.322 -0.511 -0.787
C: -1.816 0.672 -1.124
C: 1.313 -0.459 1.415
C: -1.774 0.240 1.047
C: 1.900 0.841 -0.903
C: -1.027 -1.520 -0.612
C: 1.121 1.536 -0.007
C: -1.202 -0.336 -1.527
H: -2.273 2.038 0.495
H: -2.188 1.503 -1.826
H: -1.461 -1.700 1.367
H: 2.248 -2.192 0.540
H: 2.657 -1.131 -1.705
H: -0.893 -0.689 -2.384
H: 0.593 1.383 2.082
H: 2.268 1.391 -1.823

Calculated values
- SMILES: O=c1cc[nH]c(=O)[nH]1.O=c1cc[nH]c(=O)[nH]1
- Energy above the lowest of the compared OMol25 structures with the same formula, charge and spin: 88.62 kcal per mole
- E_HOMO: -9.3 eV
- Orbital gap: 9.19 eV
- Energy: -22575.0870 eV

---

[2]
The following is a DFT calculation (wB97M-V/def2-TZVPD) of C6H12INO as an isolated structure.

Geometry (Å):
I: -3.061 2.186 -3.256
O: -5.023 0.314 -2.062
N: -3.038 0.490 -0.927
C: -2.403 0.370 0.062
C: 0.039 0.156 -0.314
C: -1.120 0.084 0.742
C: -3.920 1.049 -1.629
C: 2.475 -0.509 -0.793
C: 1.459 -0.083 0.326
H: -0.112 -0.560 -1.006
H: 3.468 -0.706 -0.424
H: 0.061 1.172 -0.794
H: 1.518 -1.010 1.003
H: -5.119 -0.561 -1.633
H: -3.316 3.440 -0.517
H: -1.012 0.666 1.699
H: 2.527 0.352 -1.584
H: -1.160 -0.908 1.081
H: 1.812 0.873 0.770
H: -3.938 3.879 -0.795
H: 1.805 -1.270 -1.166

Calculated values
- Energy above the lowest of the compared OMol25 structures with the same formula, charge and spin: 98.28 kcal per mole
- E_HOMO: -6.8 eV
- Orbital gap: 6.79 eV
- Energy: -18049.1457 eV

---

[3]
The following is a DFT calculation (wB97M-V/def2-TZVPD) of C3H7NO as an isolated structure.

Geometry (Å):
O: -0.545 -0.005 -1.630
N: 0.586 1.638 -0.644
C: 0.107 -1.470 0.420
C: -0.452 -0.096 0.772
C: -0.169 0.552 -0.566
H: 0.981 1.887 -1.538
H: -0.435 -2.305 0.847
H: 1.177 -1.538 0.729
H: 0.826 2.163 0.178
H: -0.040 0.496 1.612
H: -1.538 -0.150 0.912
H: -0.499 -1.173 -1.092

Calculated values
- Energy above the lowest of the compared OMol25 structures with the same formula, charge and spin: 69.98 kcal per mole
- E_HOMO: -7.7 eV
- Orbital gap: 8.40 eV
- Energy: -6759.7157 eV

---

[4]
The following is a DFT calculation (wB97M-V/def2-TZVPD) of a 2-piece molecular cluster, C17H25N3O7 overall.

Geometry (Å):
O: 2.423 -1.464 -8.761
O: 0.217 -0.505 -0.092
O: 1.726 -3.582 -8.399
O: -1.760 2.242 1.550
O: 1.744 -3.084 -4.263
O: 0.734 1.057 3.413
O: -3.210 3.506 5.467
N: -2.779 1.544 4.462
N: -1.765 4.097 2.824
N: 0.882 -2.043 -3.853
C: -1.648 2.775 2.652
C: 1.210 -1.444 -0.173
C: 1.531 -2.076 -1.393
C: 0.617 0.828 -0.434
C: 1.848 -1.826 1.011
C: -1.469 1.936 3.926
C: 2.334 -2.331 -6.475
C: -0.602 0.692 3.698
C: 3.136 -3.473 -0.188
C: 2.507 -3.095 -1.378
C: -3.558 2.374 5.154
C: 2.811 -2.837 1.010
C: 0.799 -1.635 -2.605
C: 2.133 -2.516 -7.969
C: -2.021 5.052 1.747
C: -4.919 1.855 5.552
C: 1.571 -3.370 -5.652
H: -3.151 0.645 4.203
H: 3.401 -2.395 -6.250
H: 1.323 0.844 -1.270
H: -1.005 0.111 2.866
H: -0.962 2.555 4.667
H: 2.227 -1.764 -9.662
H: -5.499 1.642 4.655
H: 0.066 -0.846 -2.476
H: 3.298 -3.130 1.936
H: -2.365 6.000 2.162
H: -1.109 5.215 1.171
H: 1.185 1.276 4.232
H: -1.788 4.436 3.776
H: -0.263 1.415 -0.713
H: 1.952 -4.374 -5.865
H: 1.990 -1.330 -6.205
H: -4.805 0.950 6.144
H: -5.430 2.615 6.143
H: -0.612 0.071 4.594
H: 0.506 -3.356 -5.911
H: 1.090 1.307 0.429
H: -2.791 4.657 1.080
H: 3.880 -4.264 -0.198
H: 2.798 -3.626 -2.275
H: 1.573 -1.331 1.937

Calculated values
- SMILES: COc1ccccc1/C=N\OCCC(=O)O.CNC(=O)[C@H](CO)NC(C)=O
- E_HOMO: -8.6 eV
- Orbital gap: 9.05 eV
- Energy: -36836.1532 eV

---

[5]
The following is a DFT calculation (wB97M-V/def2-TZVPD) of C25H68BrIO9P as an isolated structure.

Geometry (Å):
I: -0.039 -6.140 -0.842
Br: -0.785 0.885 -1.815
P: 2.300 -4.049 -0.599
O: 4.017 2.853 3.431
O: 2.372 -1.255 3.342
O: -5.161 -4.861 -0.243
O: -2.236 7.606 -0.629
O: -2.143 7.421 -5.898
O: -3.452 -1.469 1.187
O: -2.945 -3.180 3.612
O: 1.513 5.457 -0.609
O: 5.487 -4.199 -0.827
C: 2.461 -3.567 -2.394
C: 3.270 -0.480 4.114
C: 2.727 2.865 2.821
C: -5.820 -0.859 1.263
C: 2.799 2.920 1.310
C: -0.996 -4.652 3.576
C: -0.439 -3.198 -0.824
C: -3.533 7.237 -2.662
C: -0.424 8.758 -4.788
C: 2.853 -2.485 0.289
C: -0.078 -1.712 -0.712
C: 4.323 -1.299 4.834
C: -5.877 -7.152 -0.700
C: -4.687 -1.515 0.494
C: 3.472 -1.347 -0.519
C: -1.867 -3.715 4.379
C: 7.149 -4.696 0.889
C: -5.945 -5.688 -1.089
C: 0.195 4.939 -0.800
C: -3.538 7.369 -1.153
C: 0.140 3.895 -1.896
C: 6.393 -3.643 0.096
C: -1.276 -0.854 -1.057
C: -0.762 7.752 -5.870
C: 0.568 -4.122 -0.175
H: -5.989 -1.375 2.211
H: -4.240 -5.130 -0.319
H: 7.687 -5.364 0.214
H: -0.559 -4.178 2.693
H: 2.002 -2.123 0.868
H: 1.802 2.884 0.871
H: 2.776 -0.937 -1.257
H: -5.646 -5.560 -2.135
H: -0.249 6.807 -5.684
H: -1.318 -2.847 4.747
H: 7.866 -4.232 1.570
H: 3.382 -3.012 -2.583
H: -4.935 -2.555 0.260
H: -1.913 -1.324 -1.810
H: 2.252 1.935 3.130
H: -1.412 -3.327 -0.319
H: 1.797 5.869 -1.427
H: 3.371 2.070 0.935
H: 3.863 -1.977 5.559
H: -3.541 -1.922 2.034
H: 7.089 -3.043 -0.497
H: -2.265 -4.247 5.253
H: -1.883 -0.618 -0.188
H: -6.199 -7.286 0.333
H: -4.856 -7.529 -0.793
H: -5.582 0.183 1.480
H: -4.225 8.162 -0.836
H: -4.535 7.033 -3.042
H: 6.457 -5.297 1.482
H: -3.870 6.441 -0.687
H: -0.187 -5.031 4.204
H: -0.720 8.374 -3.811
H: 5.879 -2.958 0.783
H: -6.749 -0.895 0.690
H: -1.908 8.431 -0.994
H: 0.822 3.072 -1.685
H: -0.630 -3.422 -1.896
H: 3.732 0.192 3.391
H: 3.592 -2.819 1.030
H: -2.875 6.428 -2.979
H: -0.511 5.752 -0.991
H: -1.577 -5.513 3.234
H: -6.965 -5.312 -0.991
H: -0.432 8.116 -6.850
H: -2.647 8.215 -6.090
H: 4.886 -1.900 4.119
H: -0.074 4.496 0.161
H: 4.470 3.658 3.173
H: 0.233 -1.492 0.315
H: 5.015 -0.647 5.369
H: -6.517 -7.754 -1.348
H: -3.178 8.158 -3.131
H: 0.418 4.333 -2.860
H: -0.942 9.705 -4.959
H: 1.606 -2.996 -2.774
H: 3.767 -0.522 0.142
H: 0.648 8.962 -4.771
H: -0.866 3.485 -1.991
H: 1.903 -1.877 3.903
H: -4.517 -0.989 -0.448
H: 2.133 3.696 3.217
H: 2.514 -4.504 -2.960
H: -3.382 -3.929 3.195
H: 3.273 3.842 0.965
H: 4.369 -1.679 -1.055
H: 0.761 -1.463 -1.368
H: 4.776 -4.672 -0.365
H: 2.719 0.140 4.833

Calculated values
- Net charge: -1
- E_HOMO: -2.9 eV
- Orbital gap: 4.73 eV
- Energy: -132885.2337 eV

---

[6]
The following is a DFT calculation (wB97M-V/def2-TZVPD) of CHN4P3S as an isolated structure.

Geometry (Å):
S: 3.829 1.276 0.298
P: -1.382 0.011 1.721
P: -2.456 1.095 -0.743
P: -0.141 -0.367 -0.171
N: 1.293 0.485 -0.399
N: -0.164 -1.893 -0.499
N: -1.118 0.429 -1.230
N: -2.520 0.703 0.906
C: 2.403 0.783 -0.050
H: 0.256 -2.522 0.167

Calculated values
- Energy above the lowest of the compared OMol25 structures with the same formula, charge and spin: 31.21 kcal per mole
- E_HOMO (alpha / beta): -9.0 / -9.0 eV
- Orbital gap (alpha / beta): 6.78 / 6.78 eV
- Energy: -45714.5628 eV